Record 1
Formula: C2H12NO4
Source: the OMol25 dataset
Level of theory: ωB97M-V/def2-TZVPD

Geometry as XYZ:
```
19
Properties=species:S:1:pos:R:3:mulliken_spin:R:1
H -1.67 2.81 1.13 0.000
H 1.04 -0.93 -2.98 -0.014
H 0.37 -1.77 1.32 -0.001
C 0.11 -0.70 1.61 -0.001
O -1.74 2.30 1.91 0.003
H -2.31 -0.94 -2.15 0.000
O 0.81 -1.44 -2.24 0.599
H -0.77 -0.99 -1.84 -0.006
H -0.76 -0.70 2.27 0.001
H 1.84 1.04 0.73 0.031
C 1.23 0.66 -0.09 0.008
H 1.59 -0.93 -1.23 -0.048
H -1.07 1.56 1.79 0.000
H -0.86 -0.11 -0.17 0.004
N -0.14 0.25 0.47 0.064
O 2.09 -0.43 -0.43 0.348
O -1.72 -0.87 -1.46 0.001
H 1.09 1.52 -0.85 0.012
H 0.88 -0.34 2.21 0.000
```

## Properties
Relative energy (zero: lowest compared OMol25 entry of this formula, charge and spin)   130.6 kJ/mol
Multiplicity   2
Highest occupied orbital energy (spin up / spin down)   -9.74 / -9.40 eV

---

Record 2
Formula: C5H9N4
Source: the OMol25 dataset
Level of theory: ωB97M-V/def2-TZVPD

Geometry as XYZ:
```
18
Properties=species:S:1:pos:R:3:mulliken_charge:R:1
H 2.35 1.59 -0.06 0.378
C -0.07 0.94 1.25 -0.407
H 0.27 0.32 2.27 0.284
C -0.34 -0.54 -0.61 -0.067
H 1.43 1.55 -1.52 0.326
H -3.64 0.17 -0.24 0.284
N 0.75 0.27 0.06 0.119
N -1.36 0.66 1.02 -0.538
H -0.15 -0.68 -1.72 0.423
N -2.77 -0.33 -0.58 -0.402
H 0.19 2.03 1.33 0.366
H 1.80 -2.51 1.24 0.310
C -1.58 -0.01 -0.04 0.440
H 2.55 0.10 -1.09 0.328
H -2.88 -0.90 -1.34 0.193
C 0.57 -1.28 0.12 0.271
N 1.04 -2.28 0.61 -0.459
C 1.84 0.90 -0.70 -0.849
```

## Properties
Relative energy (zero: lowest compared OMol25 entry of this formula, charge and spin)   377.3 kJ/mol
Net charge   +1
SMILES   [H]/N=C1/[C@H]2C(N)=NC[N@@+]12C
Highest occupied orbital energy   -13.50 eV

---

Record 3
Formula: C3H10N
Source: the OMol25 dataset
Level of theory: ωB97M-V/def2-TZVPD

Geometry as XYZ:
```
14
Properties=species:S:1:pos:R:3:mulliken_charge:R:1
H -2.24 1.57 5.96 0.254
H -3.07 0.15 5.42 0.244
C 2.74 -1.68 -2.82 -0.080
H 3.65 -1.40 -3.35 0.299
C 1.20 0.23 -3.33 -0.772
C -3.14 1.25 5.47 -1.013
H -3.91 1.32 6.18 0.275
N 1.58 -1.11 -2.90 -0.067
H 1.26 0.97 -2.51 0.317
H 1.74 0.55 -4.24 0.327
H -3.31 1.82 4.63 0.241
H 0.59 -1.47 -2.94 0.377
H 0.02 0.28 -3.46 0.316
H 2.88 -2.47 -2.09 0.283
```

## Properties
Relative energy (zero: lowest compared OMol25 entry of this formula, charge and spin)   294.0 kJ/mol
Net charge   +1
Highest occupied orbital energy   -14.26 eV

---

Record 4
Formula: C41H29BaFN9Si
Source: the OMol25 dataset
Level of theory: ωB97M-V/def2-TZVPD

Geometry as XYZ:
```
82
Properties=species:S:1:pos:R:3:mulliken_charge:R:1
N -1.82 -0.11 0.52 -1.223
C -2.21 -2.20 3.49 -0.048
C 0.01 -3.22 -2.84 0.397
Ba 0.53 0.64 -0.06 2.236
H 4.00 1.62 -6.98 0.385
C 0.45 -1.84 -2.59 -0.687
H -1.61 -6.71 -2.70 0.398
H -0.32 -6.02 -4.67 0.389
N 0.48 1.12 -2.63 -0.524
H -4.31 6.80 -2.62 0.379
H 4.85 -3.06 2.82 0.351
C 1.52 2.43 -4.16 0.186
C -1.33 -4.87 -1.64 -0.156
H 5.07 -1.36 2.40 0.283
C -0.72 -2.47 -0.78 -0.389
C 1.20 0.28 -3.41 -0.319
C -3.03 3.87 -0.50 0.120
H 0.70 2.08 6.43 0.372
H -3.39 -0.16 5.93 0.388
H 3.30 3.94 -6.59 0.384
H -3.31 1.50 4.07 0.523
H 0.70 -3.50 2.05 0.090
H -4.79 4.12 0.70 0.514
C 1.65 0.11 3.10 0.006
C 0.57 2.39 -3.05 -0.254
H 1.30 -0.34 6.50 0.382
C -1.16 -5.73 -2.72 -0.605
C -3.02 0.47 3.91 -0.016
H -1.88 -3.22 3.32 0.498
H 2.18 -4.47 2.12 0.404
H 1.87 -1.53 4.47 0.159
C 3.14 -2.39 0.05 -0.919
C 2.90 3.15 -5.96 -0.583
C 1.62 -0.48 4.40 0.344
C -3.94 5.97 -2.03 -0.566
N -1.20 2.55 -0.65 0.198
C -0.73 -3.62 -1.71 0.154
H 1.68 4.48 -4.77 0.508
Si 2.75 -2.06 1.87 0.011
H 0.72 -3.77 -4.79 0.527
C -2.29 4.31 -1.61 0.319
C 1.72 -3.54 2.46 -0.962
N -1.31 -2.44 0.45 -0.500
C -2.74 5.36 -2.39 -0.178
H 2.36 -2.96 -0.45 0.197
N 1.98 -0.54 1.97 -0.230
N -0.02 -1.51 -1.35 0.045
C 3.30 1.83 -6.18 -0.552
C -0.43 -5.34 -3.84 -0.561
H -1.90 -5.16 -0.77 0.517
H 1.64 -3.59 3.55 0.398
H 3.28 -1.46 -0.51 0.150
H -2.70 -2.48 5.56 0.397
C -2.29 2.72 0.07 -0.319
H 0.68 3.22 4.18 0.433
C -2.66 -1.78 4.73 -0.655
C -4.23 4.47 -0.15 -0.144
C -2.17 -1.27 2.47 0.291
N -2.67 2.02 1.16 -0.652
C -2.34 0.77 1.40 0.213
H 3.12 -0.23 -5.59 0.520
N 1.11 -1.07 -3.43 -0.555
C 4.37 -2.07 2.84 -1.139
F 1.21 2.22 1.99 -0.474
H -5.60 6.03 -0.68 0.391
C 1.26 1.46 3.16 0.677
C -1.69 -1.35 1.07 0.388
C 0.96 1.54 5.53 -0.458
N -0.24 3.42 -2.69 -0.558
C -3.06 -0.46 4.94 -0.609
C 2.00 3.46 -4.95 -0.136
C -1.12 3.41 -1.71 -0.485
C 2.81 0.79 -5.41 -0.230
C 0.95 2.18 4.30 -0.660
C 1.92 1.09 -4.39 0.364
C -4.67 5.53 -0.93 -0.584
H 4.07 -2.96 -0.04 0.445
C 0.16 -4.08 -3.92 -0.228
H -2.18 5.68 -3.25 0.517
C -2.57 0.05 2.68 0.060
C 1.29 0.20 5.56 -1.064
H 4.23 -1.79 3.88 0.311
```

## Properties
Relative energy (zero: lowest compared OMol25 entry of this formula, charge and spin)   18.5 kJ/mol
Net charge   -1
Highest occupied orbital energy   -3.68 eV

---

Record 5
Formula: C25H34IN6O2
Source: the OMol25 dataset
Level of theory: ωB97M-V/def2-TZVPD

Geometry as XYZ:
```
68
Properties=species:S:1:pos:R:3:mulliken_charge:R:1
H 2.23 3.82 -4.87 0.424
C -4.95 3.51 -1.66 -0.502
C 0.94 -3.79 -0.73 0.482
H 3.77 1.76 0.33 0.565
C 3.21 0.88 0.62 -1.069
H -5.87 3.52 -2.21 0.420
C -7.75 -2.70 -0.64 -0.415
C 5.81 -2.54 0.54 -0.672
H 0.73 -4.61 1.21 0.320
H 5.57 -2.25 3.89 0.370
H -1.02 -2.12 0.88 0.415
H -0.98 3.86 -2.18 0.234
C 5.51 -1.82 -0.61 -0.678
H 1.57 -1.59 0.30 0.294
H 6.49 -3.48 2.97 0.408
H 3.15 4.53 -2.41 0.434
H 1.00 -0.46 4.15 0.266
H 1.00 4.51 -0.77 0.441
H 3.24 1.53 2.59 0.369
H -0.04 -2.19 -1.23 0.313
H -0.77 -4.42 0.32 0.356
N 1.56 0.28 3.77 -0.204
O 1.94 -4.38 -0.98 -0.518
H -0.43 3.42 -4.58 0.395
H -5.31 -0.71 -0.27 0.161
C 4.68 -0.71 -0.56 -0.895
C 4.13 -0.32 0.65 0.863
H -2.12 4.64 -0.35 0.589
H 4.47 -0.17 -1.48 0.484
C -3.00 4.13 -0.72 -0.827
H 6.44 -3.42 0.49 0.433
H -5.58 -3.15 -0.79 0.363
H -8.23 -3.64 -0.83 0.389
H 4.75 -3.63 3.20 0.295
H 4.04 -0.72 2.77 0.329
H -9.45 -1.28 -0.30 0.388
C 0.31 3.71 -3.85 -0.477
H 2.45 0.74 -0.15 0.139
C -0.12 -2.60 1.28 -1.062
O 0.38 -2.95 -1.66 -0.467
H -4.80 1.42 -0.89 0.103
C -8.39 -1.46 -0.36 -0.472
H -4.15 5.59 -1.87 0.444
H -2.64 2.23 0.12 0.146
C -4.04 4.59 -1.48 -0.474
N -0.04 3.93 -2.55 0.137
C 1.07 4.29 -1.82 -0.343
C -6.40 -2.48 -0.62 -0.468
N -3.24 2.81 -0.43 0.120
C 5.28 -2.15 1.77 0.485
C 2.14 4.28 -2.68 -0.683
C 1.64 0.40 2.45 0.159
I -0.22 0.82 0.24 0.303
H 1.80 -2.02 2.00 0.381
N 2.57 1.19 1.91 -0.068
C 1.08 -1.65 1.27 0.000
H -0.35 -2.82 2.32 0.321
C -4.43 2.43 -1.00 -0.092
H 1.99 0.96 4.38 0.231
N -6.20 -1.15 -0.34 0.065
C 1.66 3.92 -3.96 -0.529
H -7.46 0.53 0.04 0.363
C 4.44 -1.03 1.81 0.037
N 0.67 -0.29 1.72 -0.462
C 0.18 -3.92 0.57 -0.399
C -7.41 -0.52 -0.19 -0.364
C 5.56 -2.92 3.03 -1.512
H 5.92 -2.14 -1.56 0.415
```

## Properties
Net charge   +1
Highest occupied orbital energy   -9.97 eV

---

Record 6
Formula: C19H16AuN4S
Source: the OMol25 dataset
Level of theory: ωB97M-V/def2-TZVPD

Geometry as XYZ:
```
41
Properties=species:S:1:pos:R:3:mulliken_charge:R:1
C 2.96 -4.23 -0.21 -0.053
N 1.01 -1.85 2.29 -0.976
C -3.09 -1.46 -0.31 -0.400
H 4.03 -2.24 -1.66 0.489
H -1.33 -1.39 4.41 0.188
C 2.34 0.04 -3.50 -0.585
H 0.06 -2.44 4.49 0.242
C -2.53 -2.55 -2.82 -0.624
C 2.14 -1.93 0.26 0.134
C -1.87 -1.25 -0.93 0.527
C 1.32 0.26 -2.59 -0.307
C 2.21 -1.29 -1.09 0.950
H -4.50 -3.39 -2.72 0.388
H 0.53 0.96 -2.79 0.428
N 1.30 -1.39 1.06 0.153
C -4.03 -2.24 -0.98 -0.482
C 2.99 -3.09 0.59 0.145
H -4.99 -2.42 -0.51 0.379
H 4.13 -1.09 -3.86 0.459
H 2.31 -4.27 -1.08 0.500
H 5.19 -6.13 1.47 0.406
N 1.25 -0.40 -1.43 -0.495
C -0.08 -1.36 2.78 0.703
C -3.76 -2.79 -2.22 -0.570
H 2.36 0.59 -4.42 0.428
H -2.31 -2.96 -3.79 0.388
H 5.25 -4.11 2.89 0.396
H 3.72 -6.21 -0.51 0.405
C -1.57 -1.77 -2.18 0.073
C 3.81 -3.05 1.71 -0.126
H 3.82 -2.17 2.34 0.451
H -0.62 -1.60 -2.66 0.321
C 3.75 -5.32 0.11 -0.760
S -1.16 -0.09 2.08 -0.446
C 4.61 -4.14 2.02 -0.723
C 3.26 -1.55 -1.96 -0.510
H -3.33 -1.04 0.65 0.344
C 4.58 -5.28 1.22 -0.399
N -0.50 -1.77 3.98 -0.397
C 3.32 -0.89 -3.18 -0.558
Au -0.33 -0.22 0.00 0.513
```

## Properties
Relative energy (zero: lowest compared OMol25 entry of this formula, charge and spin)   137.3 kJ/mol
Net charge   +1
Highest occupied orbital energy   -11.60 eV